112
Properties=species:S:1:pos:R:3:forces:R:3:mulliken_charge:R:1 method="wB97M-V/def2-TZVPD" smiles="O=C1OC[C@@H](F)O1.COP(=O)(OC)OC.COP(=O)(OC)OC.COP(=O)(OC)OC.COP(=O)(OC)OC.COP(=O)(OC)OC.COP(=O)(OC)OC" charge=0 homo_ev=-10.0928 homo_lumo_gap_ev=10.5 relative_energy_ev=0.2928 e_tot_ha=-5014.34114
C -0.97234 -1.48921 1.10908 1.1 0.8 0.1 0.089
C -1.25149 -0.51312 -0.02853 -1.0 -0.6 0.6 0.247
O -0.29863 0.51018 0.17908 0.4 -0.6 -0.6 -0.306
C 0.83513 -0.15150 0.61814 -0.3 0.2 1.6 0.489
O 1.93968 0.27861 0.66953 -0.5 0.1 -0.6 -0.507
O 0.47416 -1.32408 1.20998 -0.3 -0.4 -0.8 -0.152
F -2.54885 -0.06931 0.10650 0.5 0.5 -0.2 -0.279
H -1.26970 -2.51060 0.89461 0.3 -0.1 -0.1 0.355
H -1.34651 -1.15814 2.08306 -0.4 0.1 -0.3 -0.248
H -1.15715 -0.93947 -1.03109 0.1 0.1 0.1 0.240
C -0.02740 -3.59146 5.79487 -0.6 0.9 -0.8 -0.828
O 0.06410 -2.36835 4.97613 -0.5 -1.1 0.5 -0.101
P -0.42796 -0.93632 5.40077 0.5 -0.3 0.0 0.956
O -0.88594 -0.16712 4.25385 -0.2 0.4 -0.5 -0.526
O 0.80904 -0.36871 6.19084 -0.1 -0.1 0.0 -0.374
C 0.84150 1.02899 6.40542 0.6 1.8 -0.1 -0.727
O -1.50926 -1.10973 6.54520 0.0 0.0 0.3 -0.415
C -2.80376 -1.55477 6.17059 -0.7 -1.3 -0.1 -0.790
H -0.54377 -3.40023 6.73637 0.7 0.2 0.2 0.374
H 0.99524 -3.94946 5.83264 -0.2 -0.3 0.5 0.298
H -0.69830 -4.29590 5.29452 0.4 0.1 -0.4 0.269
H 1.63977 1.52325 5.83802 0.0 -0.6 -0.2 0.284
H 1.07288 1.28583 7.43878 -0.3 -0.5 0.2 0.281
H -0.05998 1.55004 6.08000 -0.2 -0.3 0.2 0.314
H -3.54106 -0.76761 6.04519 0.3 0.3 -0.1 0.316
H -3.18742 -2.23699 6.93546 0.2 0.3 0.2 0.355
H -2.76836 -2.18724 5.27631 0.0 0.4 -0.2 0.302
C -3.86127 0.37173 2.94683 -0.8 1.7 1.2 -0.535
O -4.54955 -0.88194 2.93265 0.5 -0.4 -0.4 0.362
P -6.07982 -0.88369 2.58695 -0.7 0.2 0.1 0.525
O -6.62601 0.31219 1.95887 0.0 0.3 -0.3 -0.704
O -6.30529 -2.20966 1.75967 -0.2 -0.2 -0.2 -0.355
C -5.25208 -3.10158 1.46652 1.3 0.0 -0.2 -0.416
O -6.75110 -1.20248 3.98677 0.2 -0.3 0.1 -0.291
C -8.16287 -1.44841 4.02115 0.3 -1.5 0.8 -0.749
H -3.10719 0.36720 3.72389 0.3 -0.4 -0.1 0.142
H -4.60172 1.12686 3.23398 0.2 0.1 0.0 0.435
H -3.46023 0.74445 2.01554 0.1 -0.8 -0.4 0.132
H -4.74926 -3.43802 2.37553 -0.2 -0.2 0.0 0.258
H -4.47612 -2.59962 0.87790 -0.2 0.0 0.0 0.093
H -5.60384 -3.93799 0.87502 -0.4 0.0 0.1 0.305
H -8.51351 -2.01538 3.15533 0.0 0.9 -0.5 0.335
H -8.66709 -0.53431 4.29601 -0.4 0.1 -0.4 0.251
H -8.30926 -2.22499 4.78599 0.1 0.6 0.3 0.257
C -5.54126 1.94745 -2.27151 0.2 1.1 -0.2 -0.579
O -4.64490 1.65074 -3.37880 0.3 0.4 0.6 -0.046
P -5.30155 1.37237 -4.76331 -1.4 -0.3 -1.1 1.009
O -5.89705 0.05077 -4.91863 0.2 -0.2 -0.3 -0.747
O -6.35678 2.56541 -4.87829 0.0 0.4 0.7 -0.285
C -7.46941 2.51842 -5.75022 -1.0 -0.1 0.1 -0.738
O -4.25583 1.76176 -5.89479 0.1 -0.4 0.9 -0.356
C -3.69206 3.06638 -5.84343 0.6 0.5 -0.3 -0.523
H -5.66012 3.03662 -2.22503 0.0 -0.2 -0.1 0.262
H -5.06849 1.64786 -1.35465 0.2 -0.5 0.2 0.166
H -6.52624 1.51441 -2.39571 0.0 -0.4 0.0 0.324
H -7.15620 2.75816 -6.76513 -0.1 -0.2 -0.1 0.268
H -8.23494 3.23373 -5.43200 0.6 0.4 0.1 0.249
H -8.01620 1.57455 -5.66124 0.6 -0.2 -0.4 0.330
H -4.04899 3.72181 -5.05031 -0.3 -0.3 0.1 0.313
H -3.91697 3.54821 -6.79114 0.2 0.1 -0.1 0.322
H -2.61811 2.96223 -5.70100 0.1 0.1 -0.2 0.070
C 4.25166 -2.45123 -0.17165 -0.8 -0.1 -0.1 -0.768
O 4.32839 -1.50510 0.90391 0.3 0.2 -0.3 0.352
P 4.82193 -1.98246 2.32981 -0.4 -0.5 0.1 0.662
O 4.84845 -0.95744 3.35046 0.0 1.1 0.2 -0.718
O 3.89720 -3.20977 2.68711 0.3 -0.9 -0.5 -0.426
C 2.51106 -3.04218 2.95097 -0.2 0.9 1.8 -0.335
O 6.19374 -2.72285 2.08937 0.7 0.0 -0.1 -0.404
C 7.29928 -1.96092 1.55547 0.2 -0.6 -0.9 -0.601
H 3.25066 -2.38065 -0.60769 0.1 0.2 0.1 0.159
H 4.35633 -3.48012 0.17550 0.3 0.1 0.0 0.513
H 4.96961 -2.21308 -0.95573 0.2 0.0 0.2 0.231
H 1.86112 -3.52434 2.23287 0.2 0.0 -0.3 0.255
H 2.25102 -1.99026 3.10822 0.0 0.0 -0.7 0.274
H 2.31314 -3.41433 3.96435 0.1 -0.5 -0.4 0.078
H 7.07565 -0.91132 1.36472 -0.2 0.0 0.2 0.217
H 7.56197 -2.43196 0.59827 -0.2 0.2 0.1 0.254
H 8.20434 -2.03525 2.15608 -0.4 -0.1 0.5 0.293
C 6.89343 3.36920 0.61430 0.7 -0.4 0.5 -0.671
O 6.71664 3.97322 -0.65954 -0.2 0.2 0.3 -0.374
P 6.43655 3.08756 -1.95676 0.0 0.8 0.6 1.003
O 7.54583 2.21307 -2.29436 0.4 -0.7 -0.2 -0.713
O 5.03817 2.45718 -1.70822 -0.8 -0.2 -0.6 -0.140
C 4.73807 1.33861 -0.90291 0.8 -0.9 1.3 -0.737
O 6.03238 4.19810 -2.99321 0.5 0.6 -0.1 -0.321
C 6.73977 5.46334 -3.01945 -0.2 0.1 -0.6 -0.660
H 6.00336 3.39943 1.24610 -0.2 0.2 -0.3 0.249
H 7.69687 3.90121 1.12635 -0.1 0.1 0.0 0.303
H 7.21373 2.32289 0.55078 0.0 0.1 -0.2 0.292
H 5.63367 0.80993 -0.54597 0.1 0.2 -0.4 0.286
H 4.13681 0.59450 -1.41490 -0.3 0.4 -0.2 0.206
H 4.26795 1.67095 0.02068 -0.5 0.0 -0.2 0.419
H 6.06056 6.24353 -2.67432 0.1 -0.1 0.2 0.252
H 7.00885 5.69312 -4.05366 -0.2 -0.3 0.0 0.257
H 7.66837 5.48704 -2.45354 -0.2 -0.3 0.3 0.329
C 1.33304 -0.68703 -6.50349 0.5 0.7 -0.9 -0.851
O 1.03860 -1.25538 -5.23293 -0.4 -0.6 -0.4 -0.358
P 1.23802 -0.47713 -3.86387 0.5 0.1 -1.0 0.756
O 0.71294 -1.17987 -2.71209 -1.0 -0.4 0.6 -0.642
O 2.77559 -0.22566 -3.75906 1.1 0.5 -0.1 0.080
C 3.75659 -1.21608 -4.07432 -0.6 -1.0 -0.1 -0.773
O 0.74874 0.97215 -4.21907 -0.6 0.5 0.8 -0.184
C -0.64377 1.28862 -4.44465 0.4 1.4 -0.6 -0.953
H 1.93720 -1.36421 -7.11296 0.0 -0.2 0.4 0.334
H 1.88046 0.26053 -6.44008 0.0 -0.2 0.3 0.338
H 0.46159 -0.45908 -7.12826 -0.3 -0.3 0.6 0.311
H 4.71835 -0.88563 -3.70305 0.1 0.3 -0.2 0.282
H 3.75050 -1.44335 -5.14633 0.3 0.5 0.1 0.251
H 3.52523 -2.19139 -3.61828 -0.1 0.4 0.3 0.343
H -1.38606 0.69655 -3.91575 0.3 -0.5 -0.2 0.415
H -0.74414 1.36263 -5.53242 -0.5 -0.8 0.1 0.318
H -0.82171 2.33192 -4.15553 0.4 -0.2 0.5 0.313

***

100
Properties=species:S:1:pos:R:3:forces:R:3:mulliken_charge:R:1 method="wB97M-V/def2-TZVPD" smiles="O=C1OCCO1.OCCO.OCCO.OCCO.OCCO.OCCO.OCCO.OCCO.OCCO.OCCO" charge=0 homo_ev=-9.8977 homo_lumo_gap_ev=10.2 e_tot_ha=-2414.81442
C -0.30216 0.52616 0.60315 -1.2 0.6 -0.9 2.241
C -1.59448 1.03467 1.26173 0.3 1.0 -0.6 -0.066
O -2.42270 -0.14832 1.29456 -0.2 0.6 0.2 -0.432
C -1.72507 -1.22730 0.96015 0.1 -0.3 -0.7 0.169
O -2.22291 -2.33158 0.85267 1.1 1.2 0.3 -0.773
O -0.42465 -0.88520 0.69725 -0.9 -1.4 0.4 0.453
H 0.62064 0.85016 1.02969 0.3 0.1 0.7 -1.305
H -0.30557 0.81594 -0.44310 0.1 -0.1 -0.2 -0.636
H -2.11608 1.87583 0.69267 0.7 -1.4 0.6 -0.138
H -1.32301 1.38255 2.24671 -0.5 -0.1 0.6 0.354
C -0.74402 -5.23047 -0.19241 -0.4 0.4 -0.5 -0.764
C 0.36860 -4.80606 0.68742 0.7 -0.9 -0.6 0.224
O 1.35129 -4.28680 -0.13338 1.1 1.2 -0.8 -0.483
O -1.20928 -4.17921 -1.05976 0.8 -1.0 -0.2 -0.526
H -1.47895 -5.58308 0.46492 -1.8 -0.6 0.7 0.437
H -0.39192 -6.07218 -0.77384 -0.1 0.1 -0.6 0.348
H 0.83317 -5.72069 1.11753 -0.6 0.7 0.5 0.435
H -0.00242 -4.04962 1.36533 -0.1 0.0 0.7 -0.094
H 0.87564 -3.70038 -0.75073 0.3 -0.2 0.1 0.309
H -1.64546 -3.48711 -0.55866 -0.2 0.1 0.7 0.318
C 2.61717 -3.62397 4.55567 2.0 -3.5 -1.3 -0.194
C 1.28165 -3.05054 4.46644 0.1 1.0 1.7 -0.873
O 1.00299 -2.47044 3.20394 1.1 1.7 1.6 -0.066
O 3.67350 -2.74973 4.63338 0.1 1.1 1.2 -0.594
H 2.71351 -4.12529 3.53656 0.0 -0.4 1.1 0.081
H 2.75543 -4.42265 5.40204 -0.7 1.3 -1.4 0.287
H 1.27577 -2.33016 5.25937 -0.4 1.2 0.2 0.387
H 0.59249 -3.77808 4.83254 -1.0 -0.7 -0.5 0.514
H 0.55597 -3.13929 2.76860 -1.5 -1.8 -1.8 -0.316
H 4.08704 -2.59631 3.77662 0.3 0.1 -0.4 0.399
C 0.95709 3.46024 -2.14530 0.0 -0.9 -1.0 0.845
C 1.98760 4.40851 -1.60755 0.2 -0.8 0.4 -0.639
O 1.64879 4.86442 -0.32071 -1.2 1.2 0.3 -0.516
O -0.26076 4.10882 -2.52625 0.9 0.6 0.6 -0.647
H 0.76770 2.70931 -1.38610 -0.1 -0.2 0.3 -0.347
H 1.32119 2.92370 -3.04912 0.2 0.3 0.5 0.122
H 2.10370 5.21241 -2.29938 0.3 0.8 -0.5 0.386
H 2.95496 3.90431 -1.44519 -0.4 0.0 -0.5 0.288
H 0.87222 5.46012 -0.43083 0.7 -0.6 0.3 0.321
H -0.88761 3.40217 -2.62232 -0.7 -0.4 -0.1 0.280
C -1.76046 -0.99454 -2.85427 -0.6 -1.2 0.0 -1.670
C -0.33158 -0.84785 -2.46238 -0.7 -0.4 0.3 1.659
O -0.01037 0.48898 -2.80025 1.0 -0.1 0.3 -0.635
O -2.68311 -0.21753 -2.09348 0.3 -0.6 0.3 -0.305
H -2.05288 -2.03283 -2.76978 -0.2 -0.3 0.4 0.514
H -1.86377 -0.80118 -3.89205 -0.1 0.6 -1.2 0.432
H 0.34925 -1.57759 -2.93193 -0.4 0.1 -0.3 0.716
H -0.29586 -1.07060 -1.39451 0.4 0.4 0.0 -1.045
H 0.87517 0.56655 -2.40278 0.0 0.6 0.3 -0.240
H -2.46573 0.70269 -2.21602 0.2 0.7 -0.2 0.209
C -6.21151 0.43354 -1.40761 -1.1 0.5 -0.2 -0.441
C -7.39656 1.39513 -1.89565 0.4 -0.8 2.6 -0.516
O -6.91792 2.56606 -2.46214 -1.2 -1.4 -2.5 -0.545
O -5.20864 1.13279 -0.65746 0.4 -0.4 0.6 -0.490
H -5.67190 -0.02211 -2.21072 0.0 -0.4 -0.9 0.302
H -6.60535 -0.33578 -0.74594 -0.3 -0.2 -0.2 0.386
H -8.03100 1.59326 -0.91996 0.9 -0.2 -1.9 0.234
H -8.01832 0.86124 -2.64677 0.4 0.3 0.6 0.357
H -6.55467 3.13833 -1.83568 1.1 1.4 2.0 0.431
H -4.59213 0.45268 -0.32057 -0.3 0.3 -0.1 0.153
C 5.08729 -2.33055 1.16730 1.9 -0.8 1.2 -0.652
C 3.75774 -2.90051 0.79065 1.1 0.8 1.1 -0.549
O 2.82456 -1.85153 0.80970 -1.1 -0.1 0.4 1.229
O 5.03126 -1.87335 2.53463 1.1 -1.4 -0.9 -0.619
H 5.45840 -1.50684 0.54220 -0.4 -0.2 -0.2 0.295
H 5.90147 -3.12651 1.15891 -1.0 0.8 -0.1 0.319
H 3.52541 -3.65814 1.53692 -0.2 -0.2 -0.1 0.182
H 3.82558 -3.33924 -0.14609 -0.2 -1.0 -1.9 0.496
H 2.24448 -2.10283 1.55063 -0.3 0.7 -0.3 -0.382
H 4.53679 -1.07357 2.51971 -1.0 1.5 0.3 0.378
C -4.40092 4.46787 -0.21267 0.7 0.4 1.2 -0.475
C -3.47964 4.08310 -1.36633 -0.4 0.5 -0.2 -0.351
O -3.06259 2.74544 -1.35722 0.4 -1.5 0.7 -0.230
O -5.54870 3.69019 -0.30459 -1.3 -0.7 0.3 -0.592
H -4.68137 5.56052 -0.21105 0.3 -1.1 -0.3 0.319
H -3.99078 4.25134 0.82128 0.3 0.4 -1.1 0.209
H -2.56138 4.66407 -1.33799 0.0 0.3 -0.3 0.372
H -4.04508 4.19344 -2.31022 0.2 0.7 0.3 0.288
H -3.81142 2.11373 -1.23738 0.1 0.8 -0.3 0.203
H -5.34246 2.77424 -0.00290 -0.3 0.8 -0.4 0.339
C 2.32512 2.44021 2.96717 0.7 0.7 -0.4 -0.526
C 3.08840 1.39124 2.23777 2.5 -0.6 -0.2 0.436
O 3.36950 0.21600 3.01567 -1.3 0.5 0.3 -0.613
O 1.09154 1.86631 3.35902 0.0 -0.2 -0.6 -0.442
H 2.12894 3.20911 2.21083 0.0 0.3 0.3 0.237
H 2.97572 2.90680 3.77295 -1.1 -0.8 -0.5 0.403
H 4.09658 1.78641 1.99407 -0.4 0.1 0.3 0.460
H 2.72405 1.14736 1.24206 -0.7 -0.2 0.1 -0.510
H 2.53374 -0.05219 3.46391 0.8 0.1 -0.5 0.239
H 0.93146 2.03103 4.26685 -0.3 0.3 1.3 0.295
C 3.43001 -0.25486 -2.07904 -1.7 -1.1 0.2 -0.287
C 3.41299 0.44484 -3.40621 1.0 -1.0 0.2 -0.527
O 2.53399 -0.28656 -4.26193 0.4 0.9 -0.3 -0.603
O 2.31126 0.20333 -1.30075 0.3 0.5 0.3 0.025
H 4.35280 -0.18678 -1.53198 0.5 0.3 0.3 0.331
H 3.14800 -1.32435 -2.22982 1.1 0.5 -0.4 0.288
H 4.43762 0.29096 -3.78774 -0.5 0.3 -0.4 0.434
H 3.25481 1.53771 -3.25273 -0.3 -0.7 -0.5 0.076
H 1.62420 -0.05833 -4.06176 -0.4 0.2 0.0 0.502
H 2.24693 -0.46516 -0.60818 -0.3 -0.1 0.5 -0.291